1.
Entry from OMol25: a molecular structure, C31H33ClGaN2O2Si2 in a non-equilibrium geometry (wB97M-V/def2-TZVPD).

Its total charge is +1. For the energy, the calculation gives -4424.526515 a.u. The energy relative to the best compared isomer or geometry (same formula, charge and spin) comes out at 212.3 kcal/mol.

Atoms and positions in Å:
1 C -2.3077 -1.8039 3.4165
2 C -3.1706 -1.2344 2.3587
3 C -3.5743 -2.3308 1.5219
4 H -3.6207 -0.2459 2.3994
5 C -3.0201 -3.5265 2.0475
6 C -2.2608 -3.2482 3.2019
7 H -1.7948 -3.9436 3.8774
8 H -2.1053 -1.3093 4.3795
9 H -4.2688 -2.2541 0.6768
10 H -3.2446 -4.5406 1.6758
11 Ga -0.9990 -1.0243 1.9156
12 Si 2.6248 1.8495 -0.0013
13 C 1.2098 3.0531 -0.3451
14 C 1.2612 3.8579 -1.4852
15 H 2.0943 3.7615 -2.1912
16 C 0.2530 4.7840 -1.7471
17 H 0.2716 5.3727 -2.6775
18 C -0.7893 4.9646 -0.8329
19 H -1.5828 5.6943 -1.0286
20 C -0.8173 4.2046 0.3481
21 H -1.6130 4.3476 1.0802
22 C 0.1973 3.2684 0.5998
23 H 0.1884 2.7150 1.5419
24 C 1.3137 0.2015 0.2848
25 C -0.0583 0.1585 0.6912
26 H -0.7570 0.9812 0.4908
27 C -0.9180 -1.5948 -0.0076
28 H -1.9384 -1.5844 -0.3827
29 C -0.0267 -2.6906 0.4239
30 H -0.4405 -3.7166 0.5164
31 C 1.3426 -2.3792 0.6034
32 H 2.0409 -3.1558 0.9746
33 C 1.9048 -1.1209 0.1413
34 H 2.9673 -1.1730 -0.1524
35 H 2.8881 1.3091 1.3999
36 Si 0.2303 -0.6772 -1.0133
37 C 0.5493 -1.9644 -2.4055
38 C -0.5716 -2.5826 -2.9445
39 H -1.5918 -2.2706 -2.6806
40 C -0.4029 -3.6143 -3.8900
41 H -1.2806 -4.0915 -4.3229
42 C 0.8908 -4.0030 -4.2513
43 H 1.0306 -4.8082 -4.9698
44 C 2.0198 -3.3543 -3.7104
45 H 3.0340 -3.6383 -3.9952
46 C 1.8480 -2.3222 -2.7892
47 H 2.7233 -1.7958 -2.3922
48 C -0.3364 0.6180 -2.2594
49 C -1.5556 1.2445 -2.0455
50 H -2.1617 1.0182 -1.1704
51 C -1.9985 2.1743 -2.9862
52 H -2.9430 2.6993 -2.8204
53 C -1.2222 2.4530 -4.1185
54 H -1.5633 3.2051 -4.8378
55 C 0.0059 1.8166 -4.3083
56 H 0.6289 2.0410 -5.1917
57 C 0.4573 0.9063 -3.3673
58 H 1.4203 0.4177 -3.4959
59 H 3.5088 2.8023 0.5036
60 Cl 3.5881 1.1875 -1.6839
61 C 1.6745 1.8588 5.2776
62 O 0.4283 1.8796 4.4864
63 C 0.1359 0.7673 3.8432
64 O -0.8183 0.7678 3.0018
65 N 0.8641 -0.3239 4.0748
66 N 0.6304 -1.4721 3.2126
67 H 2.5757 1.6347 4.6474
68 H 1.6059 1.1639 6.1534
69 H 1.7422 2.8777 5.6375
70 H 1.6883 -0.2813 4.6952
71 H 1.4543 -1.6669 2.6193
72 H 0.4609 -2.3136 3.7816

Cartesian forces (eV/Å) of the 2 atoms listed first:
-0.5 -1.1 -0.2
-0.2 -1.3 -0.2

2.
Entry from OMol25: a molecular structure, C30H19F6MnN7O6S3Se (wB97M-V/def2-TZVPD).

Its total charge is +2. For the energy, the calculation gives -7335.070678 a.u. The energy relative to the best compared isomer or geometry (same formula, charge and spin) comes out at 0.0 kcal/mol. The multiplicity is 4.

Atoms and positions in Å:
1 Mn -0.1077 -0.0660 0.0434
2 Se -5.7495 4.2495 2.5588
3 N -5.5754 2.5051 2.3116
4 C -4.3502 2.2948 1.9049
5 C -3.8212 0.9710 1.5985
6 C -4.5566 -0.2116 1.7110
7 C -3.9518 -1.4081 1.3924
8 C -2.6275 -1.4147 0.9689
9 N -1.9167 -0.2939 0.8620
10 C -2.5041 0.8845 1.1667
11 C -1.6718 2.0657 1.0180
12 N -0.4146 1.8440 0.5805
13 C 0.4194 2.8727 0.4593
14 C 0.0288 4.1744 0.7550
15 C -1.2608 4.4144 1.1775
16 C -2.1406 3.3370 1.3214
17 C -3.5217 3.4606 1.7711
18 N -4.0844 4.6022 2.0719
19 H -5.5856 -0.1661 2.0432
20 H -4.4891 -2.3429 1.4611
21 H -2.1343 -2.3360 0.6931
22 H 1.4161 2.6483 0.1096
23 H 0.7387 4.9800 0.6336
24 H -1.6066 5.4150 1.4027
25 F 2.3164 3.0782 -1.9616
26 C 3.0363 2.0030 -2.2865
27 F 3.5661 2.1623 -3.4747
28 F 3.9785 1.8234 -1.3713
29 S 1.9660 0.4945 -2.2973
30 O 1.5999 0.3364 -0.8515
31 O 2.7627 -0.5403 -2.8366
32 N 0.7568 1.0102 -3.1384
33 S -0.7617 0.7428 -2.9682
34 O -1.4258 0.0185 -3.9842
35 O -1.1128 0.3358 -1.5673
36 C -1.4562 2.4501 -3.0350
37 F -2.7555 2.3715 -2.7795
38 F -0.8807 3.2103 -2.0987
39 F -1.2493 2.9723 -4.2202
40 C -5.0568 -5.7857 -1.9295
41 C -3.7364 -5.0805 -1.8369
42 C -3.6487 -3.7120 -2.1117
43 C -2.4374 -3.0507 -2.0672
44 C -1.2922 -3.7740 -1.7285
45 C -1.3468 -5.1377 -1.4663
46 C -2.5720 -5.7791 -1.5205
47 S 0.2282 -2.9339 -1.6801
48 O 0.1992 -1.8441 -2.5967
49 O 1.3220 -3.8447 -1.6274
50 N 0.2175 -2.1034 -0.1434
51 C 0.7201 -2.6846 0.9399
52 C 0.9748 -4.0674 1.1448
53 C 1.5236 -4.5164 2.3354
54 C 1.8562 -3.6374 3.3474
55 C 1.6271 -2.2390 3.1992
56 C 1.9865 -1.2930 4.1759
57 C 1.7589 0.0374 3.9327
58 C 1.1638 0.4166 2.7295
59 N 0.8119 -0.4577 1.7930
60 C 1.0438 -1.7741 2.0177
61 H -5.8308 -5.2425 -1.3871
62 H -5.0004 -6.7976 -1.5351
63 H -5.3750 -5.8462 -2.9718
64 H -4.5424 -3.1705 -2.3966
65 H -2.3625 -2.0034 -2.3308
66 H -0.4397 -5.6953 -1.2751
67 H -2.6231 -6.8445 -1.3373
68 H 0.7433 -4.7736 0.3661
69 H 1.7034 -5.5745 2.4646
70 H 2.3005 -3.9989 4.2658
71 H 2.4435 -1.6209 5.1011
72 H 2.0294 0.7977 4.6509
73 H 0.9721 1.4587 2.5265

Cartesian forces (eV/Å) of the 2 atoms listed first:
0.2 -0.1 -0.1
-0.1 0.0 0.0

3.
Entry from OMol25: 2 unconnected molecules or ions with the total composition C26H33NO7 in a non-equilibrium geometry (wB97M-V/def2-TZVPD).

Its total charge is 0. Its SMILES is COc1ccc(C=C2C(=O)OC(C)(C)OC2=O)cc1.COC(=O)[C@H]1CCCN1C1=CCCCC1. For the energy, the calculation gives -1591.939648 a.u.

Atoms and positions in Å:
1 C 3.5473 5.9659 3.9677
2 O 3.5108 4.5262 3.7741
3 C 2.8752 3.8795 2.7607
4 C 2.8534 2.4501 2.7952
5 C 2.1159 1.7351 1.8787
6 C 1.3824 2.3643 0.8287
7 C 0.7796 1.5480 -0.2321
8 C 0.1745 2.0593 -1.3525
9 C 0.2071 1.3260 -2.6420
10 O 0.3170 0.1194 -2.7144
11 O 0.0895 2.1203 -3.7545
12 C 0.4657 3.5116 -3.5823
13 C 1.9111 3.6486 -3.1629
14 C 0.1716 4.2488 -4.9035
15 O -0.4283 4.0596 -2.5887
16 C -0.5544 3.3545 -1.4206
17 O -1.2498 3.7659 -0.5193
18 C 1.5278 3.7757 0.7454
19 C 2.2064 4.5235 1.7023
20 H 4.0874 6.0947 4.9097
21 H 4.1144 6.4538 3.1656
22 H 2.5433 6.3870 4.0708
23 H 3.4096 1.9106 3.5616
24 H 2.1129 0.6417 1.9720
25 H 0.9637 0.4749 -0.2521
26 H 2.1128 3.0972 -2.2351
27 H 2.5355 3.2373 -3.9662
28 H 2.1238 4.7148 -3.0031
29 H -0.8694 4.1185 -5.2155
30 H 0.3627 5.3240 -4.8203
31 H 0.8136 3.8737 -5.7021
32 H 1.0739 4.3166 -0.0748
33 H 2.2635 5.6071 1.6302
34 C 2.2295 -1.9128 1.4303
35 O 1.7741 -3.0860 0.7543
36 C 0.5286 -3.4868 1.0975
37 O -0.0143 -3.1709 2.1459
38 C -0.1185 -4.3507 0.0135
39 C 0.3538 -5.8140 -0.0273
40 C -0.7742 -6.6300 0.5881
41 C -2.0213 -5.7464 0.4880
42 N -1.5221 -4.4087 0.2655
43 C -2.2885 -3.2867 0.1339
44 C -1.8059 -1.9803 -0.0409
45 C -2.6839 -0.7987 -0.2815
46 C -4.0387 -1.0029 0.4577
47 C -4.6530 -2.3426 0.0260
48 C -3.7564 -3.5432 0.3824
49 H 3.2592 -1.7873 1.1081
50 H 1.5996 -1.0722 1.1052
51 H 2.1115 -2.0287 2.5046
52 H 0.0970 -3.8084 -0.9217
53 H 0.4613 -6.0801 -1.0795
54 H 1.3277 -5.9588 0.4452
55 H -0.9501 -7.5790 0.0848
56 H -0.5685 -6.8352 1.6408
57 H -2.6433 -6.0617 -0.3574
58 H -2.6495 -5.8717 1.3824
59 H -0.7379 -1.7687 -0.0618
60 H -2.1374 0.1180 0.0348
61 H -2.8623 -0.6378 -1.3709
62 H -3.8802 -1.0248 1.5482
63 H -4.7071 -0.1672 0.2290
64 H -5.6472 -2.5187 0.4739
65 H -4.7730 -2.3383 -1.0685
66 H -4.1469 -4.4044 -0.1955
67 H -3.9124 -3.8486 1.4441

Cartesian forces (eV/Å) of the 2 atoms listed first:
0.0 -0.8 -0.4
0.1 -0.1 0.1

4.
Entry from OMol25: C16H20N2O3 in the gas phase (wB97M-V/def2-TZVPD).

Its total charge is 0. Its SMILES is C=COCCNC(=O)[C@H]1CC(=O)N(c2ccc(C)cc2)C1. For the energy, the calculation gives -956.937423 a.u. The energy relative to the best compared isomer or geometry (same formula, charge and spin) comes out at 44.8 kcal/mol.

Atoms and positions in Å:
1 C -5.8034 -0.7297 -0.6140
2 C -5.1198 -0.3657 0.4572
3 O -3.9546 -0.8633 0.9480
4 C -3.2844 -1.8634 0.2150
5 C -2.5255 -1.2747 -0.9855
6 N -1.6372 -0.2272 -0.5441
7 C -1.9784 1.0775 -0.6653
8 O -2.8809 1.4675 -1.3725
9 C -1.0895 2.0407 0.1233
10 C -1.0046 1.6561 1.5997
11 C 0.2612 0.8182 1.7081
12 O 0.5492 0.1019 2.6390
13 N 0.9936 1.0168 0.5730
14 C 2.2510 0.4593 0.2860
15 C 2.6810 -0.7090 0.9120
16 C 3.9129 -1.2504 0.6033
17 C 4.7495 -0.6598 -0.3362
18 C 6.0901 -1.2507 -0.6479
19 C 4.3129 0.5018 -0.9570
20 C 3.0841 1.0589 -0.6553
21 C 0.3742 1.9663 -0.3340
22 H -6.7253 -0.2331 -0.8481
23 H -5.4924 -1.5036 -1.2922
24 H -5.4666 0.4218 1.1124
25 H -3.9782 -2.6434 -0.1184
26 H -2.5727 -2.3009 0.9225
27 H -1.9582 -2.0636 -1.4863
28 H -3.2230 -0.8132 -1.6876
29 H -0.9467 -0.4919 0.1418
30 H -1.5025 3.0391 -0.0286
31 H -1.8706 1.0989 1.9575
32 H -0.8859 2.5347 2.2374
33 H 2.0570 -1.1840 1.6499
34 H 4.2286 -2.1556 1.1013
35 H 6.8108 -0.9653 0.1191
36 H 6.4583 -0.8965 -1.6077
37 H 6.0378 -2.3372 -0.6680
38 H 4.9429 0.9854 -1.6898
39 H 2.7877 1.9679 -1.1542
40 H 0.4651 1.6199 -1.3668
41 H 0.8523 2.9498 -0.2472

Cartesian forces (eV/Å) of the 2 atoms listed first:
0.1 -0.2 -0.1
0.0 0.1 0.3

5.
Entry from OMol25: a molecular structure, C30H36AsHgN9O9SSe in a non-equilibrium geometry (wB97M-V/def2-TZVPD).

Its total charge is -1. For the energy, the calculation gives -7523.719678 a.u. The multiplicity is 2.

Atoms and positions in Å:
1 Hg 0.3069 0.2608 -0.0848
2 N 0.2429 -0.3826 2.2987
3 C 0.7790 0.4220 3.3722
4 C 0.0657 0.1881 4.6982
5 C -1.4779 0.2626 4.6734
6 C -2.1143 1.5968 5.0185
7 N -1.8782 2.5873 3.9730
8 C -2.4759 2.5166 2.7822
9 N -3.6318 1.8385 2.6153
10 N -1.9823 3.2292 1.7611
11 C 0.8608 1.9138 2.9817
12 O 1.0786 2.7186 3.9358
13 O 0.7340 2.2165 1.7781
14 H -0.7695 -0.3038 2.2441
15 H 0.4361 -1.3664 2.4322
16 H 1.8227 0.1366 3.5202
17 H 0.4826 0.8986 5.4135
18 H 0.3356 -0.8103 5.0528
19 H -1.8476 -0.4620 5.4006
20 H -1.8734 -0.0540 3.7006
21 H -1.6944 1.9815 5.9467
22 H -3.1863 1.4872 5.1911
23 H -0.9180 2.9719 3.9647
24 H -3.9063 1.2084 3.3473
25 H -3.8076 1.4682 1.6946
26 H -0.9688 3.3390 1.7492
27 H -2.3908 3.0774 0.8539
28 Se 6.5562 -3.0502 -3.7964
29 N 4.7633 -3.2323 -3.9923
30 C 4.2328 -2.4322 -3.0817
31 C 2.8094 -2.2768 -2.9015
32 C 1.8889 -2.9569 -3.7174
33 C 0.5481 -2.7849 -3.5227
34 C 0.1249 -1.9239 -2.4988
35 N 0.9599 -1.2829 -1.7189
36 C 2.2986 -1.4268 -1.8939
37 C 3.1958 -0.6840 -1.0564
38 N 2.6897 0.1453 -0.1042
39 C 3.5016 0.8381 0.6611
40 C 4.9004 0.7619 0.5552
41 C 5.4393 -0.0617 -0.3937
42 C 4.5990 -0.8107 -1.2353
43 C 5.1360 -1.6861 -2.2424
44 N 6.4372 -1.8540 -2.4406
45 H 2.2755 -3.6046 -4.4943
46 H -0.1884 -3.2964 -4.1289
47 H -0.9276 -1.7834 -2.3125
48 H 3.0329 1.5012 1.3805
49 H 5.5225 1.3492 1.2177
50 H 6.5107 -0.1590 -0.5249
51 O -2.9957 -2.8386 -1.1830
52 As -3.1885 -1.2769 -0.2991
53 O -4.5417 -1.5103 0.5974
54 O -1.7077 -1.0302 0.4289
55 C -3.3583 -0.2186 -1.9555
56 C -3.7221 -0.9120 -3.1067
57 C -3.8664 -0.2501 -4.3204
58 C -3.6586 1.1158 -4.4087
59 C -3.2969 1.8334 -3.2792
60 C -3.1456 1.1756 -2.0692
61 S -2.6740 2.1316 -0.6550
62 O -3.4947 1.5859 0.4143
63 O -2.9139 3.5350 -0.9444
64 O -1.2398 1.8531 -0.4758
65 H -3.5520 -3.4449 -0.6758
66 H -3.8696 -1.9798 -3.0408
67 H -4.1505 -0.8086 -5.2049
68 H -3.7752 1.6226 -5.3593
69 H -3.1492 2.9072 -3.3127
70 O 0.9066 1.4556 -2.6597
71 C 0.7527 2.4589 -3.3182
72 C 0.5568 3.8308 -2.7363
73 C 2.0013 4.3695 -2.5425
74 C 2.9686 4.2383 -3.7384
75 C 3.4152 2.7962 -4.0752
76 C 2.4154 2.0295 -4.9669
77 N 1.0317 2.4618 -4.6854
78 H 0.0510 3.7808 -1.7770
79 H -0.0168 4.4678 -3.4151
80 H 2.4369 3.8331 -1.6941
81 H 1.9345 5.4233 -2.2634
82 H 3.8631 4.8096 -3.4838
83 H 2.5405 4.7171 -4.6275
84 H 3.5410 2.2468 -3.1371
85 H 4.3895 2.8180 -4.5665
86 H 2.4920 0.9603 -4.7856
87 H 2.6085 2.2094 -6.0238
88 H 0.8431 3.3627 -5.0933

Cartesian forces (eV/Å) of the 2 atoms listed first:
0.3 -0.4 0.4
-0.2 -0.2 -0.5

6.
Entry from OMol25: 2 unconnected molecules or ions with the total composition C2H7NS in a non-equilibrium geometry (wB97M-V/def2-TZVPD).

Its total charge is 0. Its SMILES is C=CN.S. For the energy, the calculation gives -533.274128 a.u. The energy relative to the best compared isomer or geometry (same formula, charge and spin) comes out at 35.3 kcal/mol.

Atoms and positions in Å:
1 C 0.2477 -2.2039 -0.0876
2 C 1.3383 -1.3907 -0.4412
3 N 1.1473 -0.0484 -1.0800
4 H 0.3626 -3.2632 0.0723
5 H -0.7659 -1.7790 -0.2309
6 H 2.4160 -1.6060 -0.4584
7 H 0.6548 0.4001 -0.2909
8 H 1.9913 0.5709 -0.9302
9 S -1.1832 1.6136 0.7303
10 H -1.9516 0.7457 1.4056
11 H -1.3236 1.0201 -0.5207

Cartesian forces (eV/Å) of the 2 atoms listed first:
2.5 2.8 -1.6
-1.9 -0.4 -0.9

7.
Entry from OMol25: a molecular structure, C19H43HfOP3S2 in a non-equilibrium geometry (wB97M-V/def2-TZVPD).

Its total charge is +4. For the energy, the calculation gives -2691.882106 a.u. The energy relative to the best compared isomer or geometry (same formula, charge and spin) comes out at 6.0 kcal/mol.

Atoms and positions in Å:
1 Hf -0.1328 0.1210 0.2042
2 P -1.7761 2.0988 0.3934
3 P -1.9928 -1.4125 1.3758
4 P 2.4395 1.9256 -0.3641
5 H -1.5570 -5.0320 -0.9495
6 C -0.5972 -4.6389 -1.3034
7 C 0.5344 -4.7707 -0.5895
8 H 0.5411 -5.3795 0.3275
9 C -2.9681 2.2077 -1.0025
10 C -2.9686 2.2247 1.7910
11 C -1.1585 3.8233 0.4152
12 C -1.4880 -3.1300 1.7052
13 C -2.4808 -0.9505 3.0795
14 C -3.6128 -1.6439 0.5649
15 C 3.8196 1.0133 -1.0727
16 C 3.0723 3.0007 0.9345
17 C 1.7054 2.8995 -1.6804
18 H -0.5874 -4.0812 -2.2515
19 H 1.4981 -4.4167 -0.9576
20 H -3.6146 3.0818 -0.8312
21 H -3.5872 1.3021 -1.0578
22 H -2.4244 2.3359 -1.9453
23 H -3.5546 3.1499 1.6766
24 H -2.4185 2.2780 2.7391
25 H -3.6593 1.3711 1.7947
26 H -2.0136 4.5132 0.4645
27 H -0.5804 4.0374 -0.4896
28 H -0.5359 3.9740 1.3054
29 H -2.3602 -3.7249 2.0216
30 H -0.7407 -3.1340 2.5073
31 H -1.0591 -3.5809 0.8069
32 H -3.4044 -1.4932 3.3313
33 H -2.6669 0.1249 3.1567
34 H -1.6853 -1.2312 3.7826
35 H -4.1914 -2.3930 1.1263
36 H -3.4585 -1.9818 -0.4683
37 H -4.1563 -0.6894 0.5607
38 H 4.4141 1.6948 -1.7029
39 H 3.4523 0.1802 -1.6901
40 H 4.4656 0.6041 -0.2788
41 H 3.9813 3.5040 0.5925
42 H 3.3258 2.3975 1.8119
43 H 2.3293 3.7593 1.1980
44 H 2.4963 3.1556 -2.4003
45 H 1.2557 3.8205 -1.2895
46 H 0.9412 2.3327 -2.2335
47 C 0.0383 -0.9368 -3.3108
48 C -0.1879 -0.3531 -4.5801
49 C 0.5185 -0.8141 -5.7004
50 C 1.5025 -1.8018 -5.5534
51 C 1.8376 -2.2712 -4.2752
52 C 1.1378 -1.8084 -3.1516
53 S -1.1082 -0.7308 -1.9528
54 H 1.5587 1.0276 0.4230
55 H -0.9128 0.4476 -4.6591
56 H 0.3256 -0.4074 -6.6987
57 H 2.0355 -2.2007 -6.4289
58 H 2.6402 -3.0054 -4.1110
59 H 1.3736 -2.1405 -2.1392
60 C 2.7665 -0.5992 3.4865
61 S 0.9791 -0.5872 3.5299
62 C 0.6994 1.0335 4.2683
63 O 0.7103 -0.2802 1.9769
64 H 3.0630 -0.8005 4.5205
65 H 3.1682 0.3564 3.1337
66 H 3.0842 -1.4176 2.8320
67 H 1.4834 1.7217 3.9328
68 H -0.2930 1.4192 3.9918
69 H 0.7388 0.9013 5.3570

Cartesian forces (eV/Å) of the 2 atoms listed first:
-2.9 -3.3 -1.7
-2.5 2.4 -0.2

8.
Entry from OMol25: 2 unconnected molecules or ions with the total composition C5H14NOS (wB97M-V/def2-TZVPD).

Its total charge is -1. For the energy, the calculation gives -727.086150 a.u. The energy relative to the best compared isomer or geometry (same formula, charge and spin) comes out at 28.4 kcal/mol.

Atoms and positions in Å:
1 C -0.1321 1.7015 1.9700
2 C -1.2781 1.4283 1.0107
3 S -1.5385 2.7180 -0.2342
4 N 0.0650 0.5009 2.7763
5 H 0.7502 1.9696 1.3760
6 H -0.3698 2.5571 2.6090
7 H -1.0659 0.4702 0.5300
8 H -2.2195 1.3546 1.5546
9 H -0.4879 2.4202 -1.0031
10 H 0.2337 -0.2397 2.0775
11 H 0.9394 0.5738 3.2834
12 C 1.1948 -0.6007 -0.7767
13 O 0.7624 -0.9265 0.4579
14 C 0.2126 -1.0181 -1.9059
15 C -0.1052 -2.5034 -1.8078
16 H 2.1732 -1.0717 -1.0413
17 H 1.3686 0.4991 -0.8916
18 H 0.6585 -0.7944 -2.8845
19 H -0.6959 -0.4156 -1.7958
20 H -0.9298 -2.8213 -2.4505
21 H -0.3200 -2.7263 -0.7622
22 H 0.7843 -3.0756 -2.0917

Cartesian forces (eV/Å) of the 2 atoms listed first:
0.0 0.1 0.0
0.0 -0.1 0.1